1.
Entry from OMol25: a cluster of 5 separate species, C30H74O19P4 in total at a distorted geometry (ωB97M-V/def2-TZVPD).

```
! RIJCOSX wB97M-V def2-TZVPD def2/J DEFGRID3
* xyz 0 1
C -17.3350 0.4208 -9.8115
O -17.0243 1.5671 -9.0079
C -15.6535 1.8854 -9.0104
C -15.1771 2.4917 -10.3229
O -15.0756 1.5266 -11.3788
C -13.7556 1.2318 -11.7564
C -13.7668 0.1064 -12.7915
O -14.3319 -1.0977 -12.3538
C -15.6971 -1.2602 -12.7419
H -17.6666 0.8131 -10.7748
H -18.1255 -0.0920 -9.2693
H -16.4706 -0.2268 -9.9589
H -15.0685 0.9793 -8.7996
H -15.3866 2.5891 -8.2193
H -14.1943 2.9424 -10.1649
H -15.9181 3.2143 -10.6736
H -13.0733 0.9857 -10.9433
H -13.3380 2.1023 -12.2909
H -12.7166 -0.0497 -13.0693
H -14.2479 0.4704 -13.7083
H -16.2792 -0.3715 -12.4889
H -16.0976 -2.0414 -12.0950
H -15.7314 -1.5098 -13.8019
C -16.5242 1.3122 -5.4255
C -17.6527 0.6837 -4.6683
O -17.1489 0.2823 -3.3678
P -18.0511 -0.4061 -2.2613
O -18.7536 -1.6223 -2.6530
O -17.0612 -0.4983 -1.0135
C -16.0004 -1.4566 -1.1682
C -16.0812 -2.4451 -0.0258
O -19.0434 0.7473 -1.8017
C -18.6524 1.9148 -1.1174
C -18.8375 1.8196 0.3930
H -16.7683 1.3180 -6.4976
H -16.3166 2.3618 -5.2203
H -15.5987 0.7358 -5.4235
H -18.5056 1.3512 -4.5461
H -17.9858 -0.2498 -5.1253
H -15.9941 -2.0083 -2.1105
H -15.0433 -0.9321 -1.1360
H -16.0786 -1.9416 0.9447
H -16.9723 -3.0676 -0.1029
H -15.2246 -3.1189 0.0689
H -17.6027 2.1550 -1.3288
H -19.2144 2.7837 -1.4617
H -18.6876 2.8036 0.8347
H -19.8645 1.4851 0.5687
H -18.2026 1.0926 0.8967
C -20.5675 -0.5023 -10.5584
C -19.8578 -0.7835 -11.8683
O -20.4150 -2.0175 -12.4096
P -20.2685 -2.3824 -13.9193
O -20.7447 -1.4417 -14.9327
O -18.6864 -2.6772 -14.0108
C -18.2452 -3.3181 -15.2098
C -17.8440 -4.7571 -14.8932
O -20.8832 -3.8571 -13.9506
C -22.1786 -4.1680 -14.4980
C -23.2772 -3.2423 -14.0001
H -20.2446 0.4598 -10.1688
H -21.6125 -0.5058 -10.8672
H -20.3601 -1.2598 -9.8062
H -19.9922 0.0367 -12.5759
H -18.7895 -1.0103 -11.8326
H -18.9408 -3.3109 -16.0545
H -17.4060 -2.7278 -15.5879
H -18.7107 -5.1844 -14.3859
H -17.4701 -5.3328 -15.7321
H -17.0884 -4.7267 -14.1018
H -22.1099 -3.9903 -15.5746
H -22.3444 -5.1999 -14.2103
H -24.2770 -3.5398 -14.3107
H -23.2377 -3.1855 -12.9069
H -23.1393 -2.2167 -14.3466
C -13.2618 -1.4386 -7.9949
C -12.1359 -1.3903 -9.0058
O -11.0563 -0.5464 -8.5948
P -11.1292 1.0289 -8.8322
O -12.4495 1.6483 -8.6714
O -10.0205 1.5612 -7.8427
C -10.3196 1.5981 -6.4326
C -9.3967 0.6696 -5.6679
O -10.4588 1.2748 -10.2536
C -9.1964 0.6635 -10.5710
C -8.9000 0.9454 -12.0229
H -12.9131 -1.1797 -6.9936
H -14.0228 -0.6717 -8.1757
H -13.8270 -2.3687 -8.0390
H -11.6961 -2.3661 -9.2155
H -12.5578 -1.1181 -9.9825
H -10.0089 2.6043 -6.1243
H -11.3812 1.5977 -6.1939
H -8.3644 1.0095 -5.7087
H -9.7082 0.6867 -4.6198
H -9.4335 -0.3681 -6.0012
H -8.4074 0.9376 -9.8726
H -9.2876 -0.4244 -10.4800
H -9.2316 1.9250 -12.3789
H -7.8287 0.8914 -12.2249
H -9.4059 0.2681 -12.7148
C -12.4132 5.4257 -11.3267
C -10.9529 5.2840 -10.9345
O -10.0949 5.2334 -12.1084
P -9.9762 6.4401 -13.1297
O -10.2238 7.7667 -12.5644
O -8.4841 6.1614 -13.6829
C -7.6069 7.2962 -13.7981
C -6.1818 6.8145 -13.6195
O -10.8824 6.0527 -14.3726
C -11.3087 4.7195 -14.6808
C -11.5320 4.6498 -16.1668
H -13.0470 5.3209 -10.4448
H -12.5909 6.3530 -11.8655
H -12.6785 4.5627 -11.9413
H -10.5670 6.1238 -10.3573
H -10.7701 4.3442 -10.4230
H -7.7486 7.7845 -14.7600
H -7.7940 7.9559 -12.9494
H -5.4057 7.5717 -13.5572
H -6.1026 6.2437 -12.6869
H -5.9466 6.0573 -14.3759
H -10.6114 3.9566 -14.3276
H -12.2307 4.5099 -14.1331
H -11.9423 3.6862 -16.4676
H -12.2216 5.4288 -16.4977
H -10.6083 4.8571 -16.7098
*
```

As for the structure (SMILES): CCOP(=O)(OCC)OCC.CCOP(=O)(OCC)OCC.CCOP(=O)(OCC)OCC.CCOP(=O)(OCC)OCC.COCCOCCOC. Its relative energy (zero: lowest compared OMol25 entry of this formula, charge and spin) is 0.0 kcal per mole. The value obtained for the LUMO energy is 0.49 eV.

2.
Entry from OMol25: a cluster of 2 separate species, C5H14N7 in total at a distorted geometry (ωB97M-V/def2-TZVPD).

```
! RIJCOSX wB97M-V def2-TZVPD def2/J DEFGRID3
* xyz 1 1
C 0.5741 1.7512 0.7515
C -2.5608 -0.8509 -1.6009
C -2.1246 -1.8171 -0.7776
C -0.0936 -0.5489 1.0729
C 1.3586 -0.3353 -0.8093
N 1.7677 1.4585 0.6100
N 0.8630 -1.0358 0.3328
N -0.4100 0.7854 1.1284
N 0.0131 2.9825 0.9201
N -0.8202 -1.4120 1.7844
N 0.4355 0.1513 -1.4991
N 2.6813 -0.5557 -1.0130
H -1.8322 -0.5636 -2.4729
H -3.2663 -0.0917 -1.2663
H -1.2902 -2.4244 -1.0801
H 2.3880 2.2501 0.5579
H 1.2277 -1.9558 0.1148
H -1.0044 1.0676 1.8609
H 0.6996 3.7005 0.9007
H -0.9602 3.1151 0.6260
H -0.5140 -2.3842 1.7497
H -1.7049 -1.0305 2.1272
H 0.8085 0.6235 -2.3512
H -2.6309 -2.0928 0.0980
H 3.2392 0.0546 -1.6675
H 3.1559 -0.8417 -0.0971
*
```

Its relative energy (zero: lowest compared OMol25 entry of this formula, charge and spin) is 52.4 kcal per mole. The value obtained for the LUMO energy is -2.80 eV.

Number 1: M 862.80 g mol⁻¹, HOMO-LUMO gap 9.815 eV. Number 2: M 172.22 g mol⁻¹, HOMO-LUMO gap 9.877 eV.